# 1
This record from the OMol25 dataset describes a 4-piece molecular cluster, C19H37N2O7 overall. The level of theory is the ωB97M-V functional and the def2-TZVPD basis.

E_tot in eV: -37609.9759
LUMO energy in eV: -2.7
HOMO in eV: -11.62
Net charge: +1
Orbital gap in eV: 8.90
Strongest force on any atom in Eh/bohr: 0.0078

Last column: natural (NBO) charge in e.
CARTESIAN COORDINATES (ANGSTROEM)
C -0.183 -4.703 1.695  -0.65
C 0.997 -3.737 1.717  -0.06
O 0.827 -2.606 0.874  -0.54
C 0.136 -1.506 1.419  -0.06
C -1.194 -1.265 0.691  -0.47
C -2.330 -2.060 1.241  0.15
C -2.705 -2.295 2.523  -0.03
N -3.812 -3.109 2.485  -0.46
C -4.129 -3.375 1.226  0.24
N -3.244 -2.744 0.460  -0.46
H -0.952 -4.450 2.426  0.19
H 0.165 -5.709 1.936  0.23
H -0.602 -4.728 0.688  0.21
H 1.878 -4.255 1.336  0.20
H 1.238 -3.421 2.738  0.17
H -0.012 -1.620 2.498  0.18
H 0.753 -0.615 1.272  0.20
H -1.446 -0.204 0.688  0.25
H -1.030 -1.578 -0.343  0.24
H -2.266 -1.963 3.453  0.27
H -4.306 -3.460 3.293  0.46
H -4.952 -3.982 0.890  0.25
H -3.259 -2.768 -0.549  0.45
O -2.353 -1.921 6.283  -0.60
C -1.244 -1.513 6.507  0.81
O -0.513 -1.083 5.456  -0.53
C 0.755 -0.419 5.601  -0.07
C 1.903 -1.395 5.735  -0.64
C -0.639 -1.537 7.886  -0.75
H 0.716 0.290 6.427  0.19
H 0.858 0.164 4.687  0.20
H 1.815 -2.003 6.635  0.21
H 2.849 -0.857 5.778  0.23
H 1.929 -2.070 4.878  0.21
H -0.223 -2.530 8.059  0.25
H -1.437 -1.369 8.605  0.26
H 0.138 -0.797 8.051  0.23
O 2.994 1.799 -4.981  -0.57
C 2.196 1.131 -4.386  0.80
O 2.499 0.748 -3.122  -0.51
C 1.534 0.142 -2.265  -0.07
C 1.420 -1.354 -2.470  -0.64
C 0.900 0.682 -5.016  -0.74
H 0.570 0.644 -2.367  0.18
H 1.897 0.353 -1.258  0.19
H 1.074 -1.600 -3.474  0.21
H 0.723 -1.778 -1.747  0.20
H 2.389 -1.831 -2.327  0.23
H 1.098 -0.221 -5.594  0.24
H 0.569 1.467 -5.690  0.26
H 0.097 0.489 -4.312  0.22
O -0.659 3.588 -4.368  -0.61
C -0.060 4.577 -4.711  0.80
O -0.756 5.716 -4.864  -0.50
C -0.124 6.975 -5.131  -0.07
C 0.151 7.177 -6.605  -0.64
C 1.415 4.531 -5.020  -0.75
H 0.777 7.084 -4.526  0.18
H -0.839 7.714 -4.775  0.20
H 0.854 6.438 -6.989  0.21
H 0.571 8.169 -6.776  0.22
H -0.774 7.088 -7.174  0.22
H 1.550 4.188 -6.045  0.25
H 1.865 3.802 -4.358  0.26
H 1.941 5.474 -4.893  0.22

---

# 2
This record from the OMol25 dataset describes C43H48F6GaO3 as an isolated structure at a distorted geometry. The level of theory is the ωB97M-V functional and the def2-TZVPD basis.

E_tot in eV: -120187.1287
LUMO energy in eV: 1.9
HOMO in eV: -4.21
Net charge: -1
Orbital gap in eV: 6.16
Strongest force on any atom in Eh/bohr: 0.0644

Last column: Mulliken charge in e.
CARTESIAN COORDINATES (ANGSTROEM)
C -1.907 -1.687 -0.987  -0.73
C -0.343 -2.258 -1.114  0.02
O 0.152 -2.863 0.141  -0.17
C 1.551 -3.228 -0.128  -0.44
C 2.669 -2.279 0.620  -0.20
O 2.316 -0.856 0.703  -0.14
C 3.229 0.005 -0.059  -0.53
C 2.406 0.563 -1.374  -0.01
O 2.997 1.757 -1.999  -0.49
C 2.055 2.087 -3.106  -0.12
Ga 2.816 1.515 -4.988  0.12
H -2.168 -1.284 -2.071  0.36
H -2.660 -2.494 -0.593  0.14
H -1.858 -0.727 -0.287  0.10
H -0.183 -2.930 -2.069  0.28
H 0.317 -1.285 -1.289  -0.08
H 1.834 -3.315 -1.261  0.44
H 1.700 -4.322 0.327  -0.05
H 3.703 -2.515 0.129  0.31
H 2.748 -2.668 1.746  0.02
H 4.276 -0.458 -0.299  0.29
H 3.446 0.953 0.634  0.19
H 1.299 0.784 -0.987  0.07
H 2.345 -0.337 -2.156  0.13
H 1.022 1.516 -3.021  0.15
H 1.776 3.241 -3.114  0.02
H 3.148 2.826 -5.841  -0.28
H 4.045 0.518 -4.772  -0.27
H 1.684 0.697 -5.822  -0.28
F -5.021 -3.238 0.636  -0.32
C -4.558 -3.551 1.853  0.34
C -5.277 -3.165 2.979  -0.44
C -4.797 -3.495 4.246  -0.37
C -3.597 -4.199 4.374  -0.54
C -2.880 -4.577 3.238  -0.34
C -3.366 -4.257 1.971  -0.27
H -6.203 -2.611 2.860  0.43
H -5.356 -3.204 5.133  0.37
H -3.221 -4.452 5.363  0.38
H -1.944 -5.121 3.340  0.41
H -2.826 -4.551 1.077  0.37
F 1.130 5.917 -2.446  -0.29
C 0.241 5.761 -1.457  0.14
C 0.180 4.549 -0.777  -0.18
C -0.742 4.388 0.258  -0.50
C -1.601 5.437 0.593  -0.25
C -1.536 6.647 -0.099  -0.56
C -0.606 6.812 -1.125  -0.40
H 0.849 3.743 -1.057  0.42
H -0.792 3.447 0.801  0.55
H -2.323 5.309 1.397  0.32
H -2.208 7.461 0.161  0.36
H -0.536 7.749 -1.667  0.40
F -0.665 1.956 2.215  -0.25
C -0.008 2.330 3.321  -0.09
C 1.283 1.862 3.541  -0.13
C 1.970 2.255 4.690  -0.65
C 1.353 3.103 5.613  -0.36
C 0.055 3.563 5.386  -0.84
C -0.627 3.179 4.231  0.17
H 1.743 1.197 2.817  0.58
H 2.982 1.901 4.867  0.39
H 1.887 3.405 6.511  0.35
H -0.425 4.220 6.108  0.40
H -1.633 3.535 4.035  0.45
F -3.286 4.411 3.419  -0.33
C -4.398 3.676 3.284  0.58
C -4.552 2.522 4.044  -0.40
C -5.712 1.759 3.907  -0.41
C -6.702 2.155 3.004  -0.52
C -6.536 3.313 2.243  -0.45
C -5.380 4.081 2.387  -0.46
H -3.769 2.225 4.734  0.43
H -5.845 0.859 4.502  0.37
H -7.604 1.558 2.895  0.37
H -7.306 3.617 1.537  0.35
H -5.239 4.988 1.810  0.41
F 3.013 -5.970 6.225  -0.32
C 2.532 -5.995 4.975  0.40
C 2.009 -4.832 4.420  -0.71
C 1.512 -4.857 3.117  -0.21
C 1.533 -6.048 2.387  -0.81
C 2.056 -7.211 2.955  -0.47
C 2.563 -7.183 4.254  -0.41
H 1.992 -3.919 5.005  0.44
H 1.108 -3.951 2.671  0.90
H 1.141 -6.068 1.372  0.47
H 2.068 -8.137 2.386  0.36
H 2.981 -8.076 4.707  0.40
F 2.919 0.997 -7.941  -0.05
C 3.393 0.619 -9.136  0.19
C 4.555 1.204 -9.628  -0.42
C 5.051 0.807 -10.869  -0.31
C 4.373 -0.164 -11.611  -0.48
C 3.205 -0.741 -11.111  -0.31
C 2.715 -0.352 -9.865  -0.39
H 5.063 1.962 -9.041  0.44
H 5.963 1.252 -11.259  0.34
H 4.758 -0.470 -12.581  0.33
H 2.677 -1.493 -11.692  0.33
H 1.814 -0.797 -9.457  0.42

---

# 3
This record from the OMol25 dataset describes C35H52AsCrO2P3 as an isolated structure at a distorted geometry. The level of theory is the ωB97M-V functional and the def2-TZVPD basis.

E_tot in eV: -158332.0115
LUMO energy (spin up / spin down) in eV: -8.4 / -12.7
2S+1: 4
HOMO (spin up / spin down) in eV: -14.17 / -14.17
Net charge: +3
Orbital gap (spin up / spin down) in eV: 5.81 / 1.44
Strongest force on any atom in Eh/bohr: 0.0666

Last column: Mulliken spin population.
CARTESIAN COORDINATES (ANGSTROEM)
Cr -0.869 0.199 -1.089  2.37
P -2.532 -1.320 -0.174  -0.07
P 0.370 -1.305 -2.188  -0.14
P -2.495 1.200 -2.336  -0.10
H 1.050 1.612 0.210  0.00
C 0.074 2.031 -0.074  -0.04
C -1.053 1.771 0.723  -0.07
H -0.936 1.197 1.647  -0.04
C -2.141 -2.351 1.278  -0.02
C -3.171 -2.611 -1.308  0.01
C -4.063 -0.492 0.407  0.00
C 1.862 -0.344 -2.534  0.02
C 0.973 -2.722 -1.243  0.01
C -0.300 -1.928 -3.748  0.05
C -3.481 2.507 -1.546  0.02
C -3.653 0.234 -3.360  0.03
C -1.517 2.125 -3.516  -0.02
H 0.092 2.834 -0.831  0.01
H -1.970 2.368 0.643  0.00
H -2.027 -1.715 2.163  0.01
H -1.196 -2.880 1.116  0.00
H -2.951 -3.075 1.447  0.00
H -2.352 -3.266 -1.630  0.00
H -3.654 -2.179 -2.191  0.00
H -3.906 -3.215 -0.754  0.00
H -3.795 0.277 1.144  0.00
H -4.705 -1.245 0.892  0.00
H -4.619 -0.023 -0.416  0.00
H 2.520 -0.878 -3.232  0.00
H 2.402 -0.146 -1.599  0.00
H 1.594 0.640 -2.938  -0.01
H 1.908 -3.123 -1.656  0.00
H 0.231 -3.527 -1.197  0.00
H 1.145 -2.354 -0.217  0.00
H 0.420 -2.565 -4.277  0.00
H -0.579 -1.091 -4.399  -0.01
H -1.209 -2.513 -3.559  0.00
H -4.067 3.044 -2.304  0.00
H -2.810 3.217 -1.049  0.00
H -4.154 2.087 -0.791  0.00
H -4.100 0.883 -4.130  0.00
H -4.457 -0.192 -2.746  0.00
H -3.121 -0.588 -3.859  -0.01
H -2.115 2.849 -4.072  0.00
H -1.013 1.464 -4.222  0.00
H -0.740 2.656 -2.964  0.01
C 1.421 3.343 -4.933  0.00
C 2.627 3.513 -5.645  0.00
C 3.016 4.816 -5.993  0.00
C 2.201 5.920 -5.695  0.00
C 0.966 5.714 -5.087  0.00
C 0.544 4.423 -4.760  0.00
O 1.075 2.174 -4.271  0.00
H 1.555 1.379 -4.605  0.00
H 3.239 2.650 -5.917  0.00
H 3.967 4.984 -6.508  0.00
H 2.518 6.925 -5.952  0.00
H 0.294 6.550 -4.852  0.00
H -0.449 4.236 -4.348  0.00
O 0.615 -0.884 1.201  -0.02
As 1.032 -1.062 2.830  0.08
C 0.562 -2.830 3.464  0.02
C -0.134 -3.015 4.666  0.00
C -0.475 -4.310 5.080  0.00
C -0.089 -5.414 4.310  0.02
C 0.648 -5.227 3.135  -0.01
C 0.996 -3.936 2.719  0.01
C 2.955 -0.971 3.038  0.17
C 3.553 -1.184 4.290  0.19
C 4.951 -1.183 4.396  0.04
C 5.737 -0.973 3.259  0.17
C 5.135 -0.754 2.015  0.25
C 3.737 -0.743 1.901  0.01
C 0.165 0.296 3.890  -0.01
C -1.193 0.186 4.236  0.00
C -1.803 1.194 4.990  0.00
C -1.057 2.296 5.414  0.00
C 0.296 2.401 5.078  0.00
C 0.915 1.404 4.308  0.01
H -0.402 -2.156 5.284  0.00
H -1.041 -4.453 6.002  0.00
H -0.360 -6.423 4.630  0.00
H 0.951 -6.085 2.530  0.00
H 1.595 -3.786 1.819  0.00
H 2.934 -1.340 5.179  0.00
H 5.419 -1.344 5.366  0.00
H 6.826 -0.975 3.343  0.01
H 5.746 -0.592 1.127  -0.01
H 3.243 -0.561 0.944  0.06
H -1.773 -0.687 3.926  0.00
H -2.863 1.110 5.238  0.00
H -1.535 3.081 6.003  0.00
H 0.879 3.263 5.402  0.00
H 1.968 1.484 4.032  0.00

---

# 4
This record from the OMol25 dataset describes a 9-piece molecular cluster, C5H27NO10 overall at a distorted geometry. The level of theory is the ωB97M-V functional and the def2-TZVPD basis.

E_tot in eV: -27588.5209
LUMO energy in eV: 0.1
HOMO in eV: -10.21
Net charge: 0
Orbital gap in eV: 10.31
ΔE to the lowest compared entry with this formula, charge and spin in kcal per mole: 68.3
Strongest force on any atom in Eh/bohr: 0.0333
SMILES: C[C@@H](CCO)NC=O.O.O.O.O.O.O.O.O

Last column: natural (NBO) charge in e.
CARTESIAN COORDINATES (ANGSTROEM)
O -1.979 0.891 -2.201  -0.65
C -1.539 1.432 -1.190  0.55
N -1.372 0.842 0.012  -0.65
C -0.321 1.259 0.978  -0.05
C 0.351 0.050 1.598  -0.45
C 1.129 -0.829 0.607  -0.08
O 2.470 -1.044 1.066  -0.77
C -0.859 2.220 2.019  -0.62
H -1.232 2.489 -1.166  0.14
H -1.603 -0.131 0.211  0.41
H 0.450 1.764 0.409  0.20
H -0.308 -0.535 2.232  0.21
H 1.127 0.476 2.246  0.24
H 0.699 -1.817 0.613  0.19
H 1.096 -0.381 -0.373  0.18
H 2.622 -1.959 1.291  0.50
H -1.559 1.712 2.675  0.21
H -1.408 3.034 1.560  0.23
H -0.116 2.716 2.636  0.22
H 3.630 -0.197 2.227  0.49
H 4.138 1.286 2.343  0.47
O 4.213 0.412 2.730  -0.97
H -1.843 -0.980 -2.391  0.50
H -1.715 -1.165 -3.862  0.49
O -1.424 -1.600 -3.044  -1.01
H -2.298 -2.127 0.282  0.50
H -3.613 -1.918 1.138  0.50
O -2.962 -1.456 0.585  -0.98
H 2.417 3.269 -1.397  0.48
H 1.450 2.134 -1.690  0.47
O 1.664 3.041 -1.961  -0.95
H -1.045 -3.208 -2.013  0.50
H -1.432 -4.699 -1.683  0.48
O -1.181 -3.862 -1.298  -0.99
H 3.191 0.458 -1.616  0.49
H 3.118 0.427 -0.060  0.49
O 3.229 1.014 -0.824  -0.98
H -3.155 0.515 1.564  0.48
H -4.610 0.903 1.068  0.47
O -3.948 1.058 1.739  -0.96
H 0.942 -1.625 -1.848  0.48
H 1.748 -2.043 -3.070  0.48
O 1.835 -1.827 -2.142  -0.95

---

# 5
This record from the OMol25 dataset describes a 2-piece molecular cluster, C2H3NO3 overall at a distorted geometry. The level of theory is the ωB97M-V functional and the def2-TZVPD basis.

E_tot in eV: -9751.0018
LUMO energy (spin up / spin down) in eV: 6.9 / 6.9
HOMO (spin up / spin down) in eV: 2.28 / 2.28
Net charge: -2
Orbital gap (spin up / spin down) in eV: 4.62 / 4.63
ΔE to the lowest compared entry with this formula, charge and spin in kcal per mole: 10.0
Strongest force on any atom in Eh/bohr: 0.0409

Last column: natural (NBO) charge in e.
CARTESIAN COORDINATES (ANGSTROEM)
C -1.784 0.982 0.060  0.76
C -0.387 0.246 0.206  -0.75
N 2.842 -1.776 -0.409  -0.36
O -2.157 0.739 -1.107  -0.83
O 3.982 -2.215 -0.013  -0.63
O -2.372 1.664 0.906  -0.81
H -0.411 -0.286 -0.762  0.24
H -0.171 -0.393 1.109  0.19
H 0.456 1.038 0.010  0.19